Computed, not measured: a 2-piece molecular cluster, CHF3N2O overall in a non-equilibrium geometry, with wB97M-V/def2-TZVPD.

Geometry (Å):
F1 2.185 1.455 -0.735
N1 1.936 0.119 -0.340
N2 2.694 -0.599 0.202
F2 4.039 -0.301 0.653
O1 -0.866 -1.154 -0.522
C1 -0.209 -0.900 0.459
F3 0.546 -1.842 1.033
H1 0.092 0.007 0.974

Results
Charge ... 0
F_max ... 2.93 eV Å⁻¹
SMILES ... F/N=N\F.O=CF
Frontier orbital gap ... 0.4072 Ha
Relative energy (zero: lowest compared OMol25 entry of this formula, charge and spin) ... 79.56 kcal per mole

These are the natural (NBO) partial charges, in e, on atoms 1 to 4: number 1, F, carries -0.211; number 2, N, carries 0.199; number 3, N, carries 0.248; number 4, F, carries -0.224



Computed, not measured: the molecule C3H7NO2, with wB97M-V/def2-TZVPD.

Geometry (Å):
N1 -0.843 -1.050 -1.267
C1 -0.962 0.323 -1.058
O1 -1.745 0.992 -1.713
C2 -0.078 0.889 -0.019
C3 1.169 0.260 0.292
O2 0.599 -0.558 1.736
H1 -0.630 -1.630 -0.467
H2 -1.580 -1.416 -1.854
H3 -0.242 0.145 1.308
H4 -0.149 1.969 0.086
H5 1.494 -0.610 -0.273
H6 1.986 0.868 0.677
H7 0.981 -0.181 2.550

Results
Charge ... 0
F_max ... 0.40 eV Å⁻¹
Frontier orbital gap ... 0.3414 Ha
Relative energy (zero: lowest compared OMol25 entry of this formula, charge and spin) ... 77.55 kcal per mole

These are the natural (NBO) partial charges, in e, on atoms 1 to 4: number 1, N, carries -0.859; number 2, C, carries 0.661; number 3, O, carries -0.622; number 4, C, carries -0.687



Calculated total energy readings, ordered: -522.86009; -323.65739 a.u.